97
Properties=species:S:1:pos:R:3:forces:R:3:lowdin_spin:R:1 method="wB97M-V/def2-TZVPD" s_squared=8.862 orbital_gap_ha="0.217 / 0.170" total_charge=+1 spin_multiplicity=6 relative_energy_kj_mol=443.9
Ru -1.2568 0.8279 -0.8582 0.04 -0.35 -0.71 1.688
S 0.0611 -4.1471 -2.2124 -0.19 0.13 -0.12 0.009
S 0.3935 -6.6317 -0.6155 -0.12 0.06 0.04 0.002
S -2.3754 3.4410 -0.1708 -0.12 -0.02 -0.22 0.063
S -1.0587 -1.3551 -2.3932 0.25 0.31 -0.24 0.128
F -0.2439 1.5268 -2.7627 -0.06 0.04 0.04 0.018
N -4.8418 3.7746 -1.0634 -0.07 0.01 0.03 0.015
N -3.2537 0.2486 -1.0622 -0.51 -0.02 0.05 0.012
N -1.2911 -4.5150 -0.1408 -0.11 0.01 -0.13 0.002
N -1.6158 -3.2239 -0.5335 -0.19 -0.06 0.21 0.010
N 1.4916 0.4500 -0.5224 -0.11 -0.08 0.14 0.092
N 0.5955 1.5361 -0.0612 0.33 0.13 -0.11 0.131
N -1.7631 0.5675 0.9779 -0.11 -0.02 0.57 0.082
N -3.2581 3.4608 -2.6769 0.01 -0.02 0.06 0.006
C 1.3639 2.0111 2.2926 -0.19 0.05 -0.07 0.030
C -3.5563 3.5708 -1.3714 0.14 0.06 -0.02 0.024
C -2.9866 -4.4483 3.1419 0.00 0.02 -0.02 0.000
C -2.9752 -6.7088 2.3488 -0.01 0.03 0.02 0.000
C 0.9807 0.9086 -2.9845 -0.06 0.06 0.09 0.010
C 2.6443 0.4420 0.3178 -0.04 0.33 -0.11 0.258
C -2.3230 -4.0420 1.9953 0.04 0.03 0.07 0.000
C -3.8336 -0.1034 0.1066 0.15 0.01 -0.06 0.002
C -3.9396 0.0836 -2.1995 0.06 0.00 0.16 0.001
C 4.5908 4.6479 -0.5678 -0.08 0.00 -0.11 0.002
C 4.4579 -0.6159 1.3982 0.09 0.07 0.05 0.320
C 3.2363 1.8358 0.6051 -0.03 -0.08 0.13 0.098
C -0.9839 -2.8787 -1.5968 0.18 -0.29 0.06 0.020
C -2.5038 0.4626 3.5967 -0.05 -0.01 0.06 -0.011
C -0.8785 0.9969 1.9095 -0.15 -0.18 -0.07 0.016
C 1.2103 2.7820 -0.4701 0.02 -0.06 0.26 0.644
C 0.9681 -2.0103 1.2966 0.03 0.05 0.06 0.000
C -0.3572 -5.1834 -0.8791 -0.05 0.19 0.18 0.002
C 0.3783 1.4954 1.4229 0.30 -0.03 -0.10 0.347
C -5.8081 -0.8115 -1.0262 -0.06 -0.05 0.03 0.001
C 5.2602 0.5409 1.1998 0.00 -0.16 0.02 0.017
C -5.1016 -0.6550 0.1522 -0.10 -0.04 0.05 -0.004
C 3.0951 4.3706 -0.3886 0.13 -0.07 0.17 0.009
C 2.6647 2.2271 1.9688 0.07 -0.04 -0.11 0.311
C 1.2898 0.7787 -4.3150 0.05 0.04 -0.19 0.004
C 3.1429 -0.6958 0.8833 0.05 -0.10 -0.01 0.010
C -3.3075 -5.7855 3.3294 -0.01 -0.06 -0.03 0.000
C -2.3152 -6.3132 1.1927 -0.05 -0.10 -0.04 0.000
C 3.0068 -0.0830 -2.3562 0.10 -0.08 0.05 0.007
C 4.7335 1.6979 0.7401 -0.08 0.13 0.02 0.223
C -5.2231 -0.4226 -2.2218 -0.06 0.00 -0.02 -0.003
C -1.2567 0.9400 3.2580 0.16 0.02 0.07 0.077
C 3.3443 -0.2319 -3.6892 0.02 0.05 -0.09 0.004
C -3.3995 0.0642 2.6104 -0.08 -0.04 0.13 0.085
C -3.0013 0.1512 1.2931 0.10 0.00 -0.20 -0.009
C 2.4492 -2.0531 0.9173 -0.03 0.02 -0.14 -0.006
C 1.7903 0.4681 -1.9426 0.00 0.03 0.18 0.024
C 2.6398 -2.8338 -0.3862 0.08 0.03 0.08 -0.003
C 2.5837 5.1375 0.8328 0.00 -0.05 -0.04 0.013
C 2.7080 2.8659 -0.4630 0.01 0.01 0.11 0.104
C -1.9744 -4.9797 1.0273 0.12 0.14 0.00 0.000
C 2.4814 0.1913 -4.6879 0.08 -0.05 -0.01 0.000
H 2.7258 0.0639 -5.7343 0.01 0.03 0.06 0.000
H -2.0711 -3.0024 1.8363 0.01 -0.01 0.01 0.000
H 3.7055 -0.4223 -1.6042 -0.05 0.00 -0.03 0.003
H -5.5411 3.9616 -1.7626 0.00 -0.02 0.01 0.001
H 0.3589 -1.5801 0.5004 0.01 0.03 0.02 0.001
H 3.1144 2.5266 -1.4222 -0.02 -0.07 -0.08 0.026
H -5.5209 -0.9768 1.0957 0.00 0.03 -0.04 0.000
H -3.8177 -6.1050 4.2297 0.02 0.01 -0.04 0.000
H -3.9208 3.6881 -3.3997 -0.01 -0.03 0.01 0.000
H 5.3666 2.5593 0.5886 -0.06 -0.03 0.01 0.012
H 6.3224 0.4847 1.4127 -0.07 -0.01 -0.02 -0.005
H -5.7417 -0.5378 -3.1643 0.05 0.00 0.04 0.000
H 4.7324 5.6772 -0.9037 0.00 -0.05 0.03 0.000
H 2.9990 4.7393 1.7607 0.02 0.05 -0.03 0.005
H -6.8007 -1.2452 -1.0137 0.06 0.02 0.00 0.000
H -2.2901 3.3746 -2.9274 0.09 0.04 -0.04 0.000
H 2.9002 6.1791 0.7557 -0.03 -0.01 0.01 0.001
H 0.8094 -1.4440 2.2206 -0.01 -0.03 -0.05 0.001
H 3.6968 -2.9276 -0.6499 -0.04 0.03 0.00 0.001
H 4.8984 -1.5005 1.8452 -0.04 0.07 -0.01 0.018
H 3.3486 2.6111 2.7191 -0.08 0.01 -0.07 0.012
H -2.0780 -7.0383 0.4296 0.06 0.03 0.01 0.000
H -2.7951 0.4171 4.6374 0.01 -0.01 -0.01 -0.002
H 0.5718 3.6530 -0.4237 -0.08 -0.11 -0.12 0.027
H -3.2504 -3.7161 3.8967 0.03 -0.02 -0.03 0.000
H -0.5793 1.2735 4.0299 -0.02 -0.06 0.00 0.005
H -5.0845 3.8978 -0.0972 0.00 0.02 0.04 0.001
H 2.1163 -2.3440 -1.2097 0.02 -0.02 0.03 0.000
H 5.0458 3.9892 -1.3117 0.00 0.03 0.05 0.001
H 2.5905 4.7853 -1.2679 -0.02 0.04 -0.01 0.001
H -4.3894 -0.2839 2.8705 0.03 0.02 -0.02 0.005
H 1.4962 5.1288 0.9216 0.02 -0.03 0.02 0.002
H 1.0491 2.2322 3.3057 0.07 -0.05 -0.03 -0.002
H 2.2299 -3.8409 -0.2808 0.05 0.04 0.00 0.000
H 4.2975 -0.6763 -3.9446 -0.04 -0.01 0.03 0.000
H -3.2330 -7.7530 2.4755 0.00 0.04 0.00 0.000
H 2.9607 -2.6050 1.7102 0.05 -0.02 0.00 0.000
H 0.5748 1.1338 -5.0467 0.01 -0.02 0.05 0.000
H -3.4162 0.3320 -3.1097 0.04 0.04 -0.03 0.000
H 5.1299 4.5469 0.3756 0.01 0.00 -0.04 0.000
H 0.6108 -3.0305 1.4609 0.03 0.04 0.03 0.000

---

94
Properties=species:S:1:pos:R:3:forces:R:3:lowdin_spin:R:1 method="wB97M-V/def2-TZVPD" s_squared=0.783 orbital_gap_ha="0.104 / 0.103" spin_multiplicity=2
Ti -0.5025 0.7149 0.1280 0.72 1.01 -1.68 0.017
O -0.9163 -0.7526 -0.9101 -1.27 -0.57 -0.94 0.016
O -0.5467 -0.4222 1.8882 -0.49 -0.53 -0.57 0.001
N 1.4438 0.8907 -0.0631 1.58 0.32 1.21 0.000
N -0.1794 -3.4837 -1.3262 0.34 -0.24 1.04 0.175
N 0.3901 -3.2994 2.1128 2.22 0.70 1.42 0.000
N -2.7331 1.0329 -0.0350 0.38 1.04 0.71 -0.016
N 1.5074 0.7136 -2.3888 -0.09 1.15 -2.58 -0.001
N 1.6921 0.1536 -1.2093 0.44 -1.68 1.95 0.000
N -0.8533 2.2697 1.7387 -0.35 0.46 -1.23 0.000
C 1.4855 -1.0271 4.7986 0.15 -0.38 -1.32 -0.001
C 2.4761 1.8298 0.2658 -0.70 0.18 0.14 0.000
C 4.3784 3.3171 -0.1903 -0.30 -0.08 0.87 0.000
C -3.3014 -1.2340 -4.2778 0.32 -0.05 -0.14 -0.002
C 0.5287 2.2580 -3.8107 0.08 -0.82 -0.36 0.000
C 3.1048 -3.0627 -2.3164 -0.68 -0.38 -0.78 0.003
C -1.7454 -0.9689 -1.9420 0.02 -0.48 0.70 0.060
C -0.5066 3.0362 -4.1509 -0.88 1.21 -0.10 0.000
C -1.4270 3.5558 1.2767 0.23 -0.95 -0.54 0.000
C 0.0395 1.0155 3.5764 0.96 0.79 3.22 0.000
C 0.8172 -1.3122 3.5812 -0.30 0.27 1.24 0.000
C -1.4329 -2.0153 -2.8489 0.12 -0.64 -1.17 0.028
C 3.3806 -3.7186 -1.1226 0.32 0.45 0.31 -0.001
C -0.4565 1.9504 -1.5675 -0.58 -0.24 1.05 -0.001
C 2.3724 -1.0914 -1.1444 -1.57 1.30 -0.81 0.002
C -1.5077 3.4289 -3.2296 -0.24 -0.09 0.08 0.000
C -2.9305 3.4173 0.9802 0.80 -1.21 -0.04 -0.001
C -3.7286 -0.3471 -3.3003 1.14 -0.63 0.81 0.111
C 0.6413 1.2030 4.8636 -0.99 1.16 -1.82 -0.001
C -4.0632 -1.2555 -5.5715 -0.91 -0.67 0.55 -0.005
C -2.1625 -2.0663 -4.0822 -0.57 0.85 0.63 0.128
C 2.7732 -1.6736 0.0492 0.40 -0.84 1.01 0.000
C 2.2097 0.3342 6.6957 -0.59 1.17 -0.25 0.000
C -3.4205 1.9530 0.8809 0.26 0.17 0.33 -0.001
C 2.5517 2.2713 1.5845 -1.36 -0.99 -0.01 0.000
C 4.3935 3.7752 1.1430 0.65 -0.60 -0.97 0.000
C 2.5121 -1.8060 -2.3534 0.75 0.02 -0.10 0.004
C -1.3167 -3.9410 -0.4875 0.45 0.55 -0.64 0.030
C 3.4055 2.4015 -0.6121 0.57 -0.29 -0.20 0.000
C 1.4028 0.1961 5.4066 1.32 -1.02 1.96 0.000
C 0.0529 -0.2388 2.9805 -0.02 -1.71 -0.73 0.001
C 0.5387 1.6331 -2.5300 1.51 -1.02 0.39 0.000
C 1.1072 -2.5718 2.9993 -1.32 -0.38 -2.23 0.000
C -1.6605 -3.1055 0.7546 -0.57 -0.03 -0.89 0.002
C 3.2651 -2.9876 0.0731 -0.39 0.05 -1.22 0.007
C -1.0427 -3.4675 2.0600 -0.65 0.35 0.93 0.000
C -2.9453 -0.2767 -2.1119 -0.51 1.84 0.74 -0.004
C -1.4451 2.8493 -1.9911 -0.07 0.13 -0.25 -0.001
C -0.3978 -2.9649 -2.5607 -0.69 0.11 -1.46 0.405
C -3.3964 0.6726 -1.0551 0.13 -1.46 -1.18 -0.003
C -0.5447 2.1635 2.9608 0.08 0.20 -0.22 0.000
C 3.4750 3.1974 1.9728 -0.41 0.52 1.27 0.000
H 1.8274 1.8440 2.3010 0.77 0.34 -0.40 0.000
H -1.2734 -4.5016 2.3825 0.21 0.32 -0.18 0.000
H -3.2179 3.9313 0.0914 -0.06 0.67 -0.50 0.000
H 5.1550 4.4048 1.6122 -0.22 0.03 -0.69 0.000
H -1.8689 -2.7386 -4.9109 -0.10 0.28 0.76 0.005
H 0.5449 2.2230 5.3402 0.25 -1.30 -0.47 0.000
H -3.3995 3.8650 1.8328 -0.85 0.14 0.34 0.000
H 2.8596 -0.5046 6.9303 0.05 0.02 -0.34 0.000
H 2.6831 -1.1481 0.9975 -0.03 0.18 -0.27 0.000
H 0.9390 -3.9319 1.5279 -0.10 0.09 0.40 0.000
H -1.2713 4.2790 2.0283 0.05 0.94 1.16 0.000
H 2.2062 -1.3199 -3.2849 0.16 -0.24 0.47 0.001
H 2.7643 1.2760 6.6789 0.34 -0.23 -0.07 0.000
H 3.5717 -3.4704 0.9810 0.07 0.04 0.55 0.000
H -0.5895 3.3937 -5.1455 0.10 0.40 -0.91 0.000
H 1.5432 0.4612 7.5319 -0.42 -0.12 0.48 0.000
H 0.0364 -3.5192 -3.4049 0.04 0.40 0.23 0.026
H -4.6468 -2.1975 -5.6851 0.34 0.52 0.06 -0.002
H 0.7077 -3.9761 -1.2920 -0.36 -0.10 0.39 0.002
H -1.3704 -2.0850 0.5536 -0.22 0.13 -0.12 0.001
H 2.1474 -1.8000 5.2002 -0.26 0.29 0.05 0.000
H -3.3674 -1.2097 -6.3807 0.23 0.25 -0.81 -0.001
H -1.4481 -2.7862 2.8206 0.04 -0.25 -0.09 0.000
H 3.2709 -3.6406 -3.2433 -0.21 0.55 0.40 0.000
H -4.7866 -0.4227 -5.5784 0.41 -0.31 -0.32 0.000
H 5.1469 3.6219 -0.8819 -0.03 0.17 -0.21 0.000
H 3.4435 2.0493 -1.6273 -0.15 -0.02 -0.33 0.000
H -3.3168 1.5632 1.8777 -0.02 -0.52 0.47 0.000
H -4.4715 1.9559 0.6441 -0.57 0.10 -0.07 0.000
H 3.7405 -4.7422 -1.1925 0.09 0.18 0.40 0.000
H -0.5934 3.0256 3.6025 -0.28 0.57 0.34 0.000
H -2.2601 3.0674 -1.3414 -0.35 0.24 0.43 0.000
H -2.3413 4.1147 -3.4552 0.60 -0.42 -0.19 0.000
H -4.5785 0.3349 -3.4463 0.38 -0.48 0.10 0.007
H -4.4355 0.9932 -1.1581 -0.01 0.19 -0.08 0.000
H -0.8639 3.9234 0.4305 0.11 -0.38 -0.45 0.000
H 1.2592 1.9532 -4.5677 -0.13 0.11 0.46 0.000
H -2.7594 -3.1382 0.8823 0.43 0.03 0.03 0.000
H -2.1622 -3.9026 -1.1761 -0.17 -0.07 0.22 0.001
H 3.4406 3.5109 2.9984 0.13 0.08 0.53 0.000
H -1.1579 -4.9839 -0.2486 0.07 -0.48 0.22 0.005
H 2.1104 -2.9167 3.1932 0.22 -0.36 -0.15 0.000

---

Energy readings, ordered: -3850.2622, -3008.7654 a.u.